Below is a structure of composition C38H46MgP2Si, with properties calculated with wB97M-V/def2-TZVPD.

```
88
Properties=species:S:1:pos:R:3:mulliken_charge:R:1
Mg 0.08 1.65 -3.18 0.957
C -1.71 1.01 -5.91 -0.829
C -1.74 -0.30 -5.64 -0.272
C -1.17 -1.29 -6.62 -1.390
C 0.29 -1.00 -7.10 -1.225
C 1.05 -0.09 -6.22 0.320
C 0.98 1.25 -6.20 -0.131
C 0.16 2.05 -7.19 -1.090
C -1.34 1.64 -7.19 -1.185
C 0.01 0.22 0.79 -0.393
H -2.22 1.70 -5.28 1.398
H -2.39 -0.74 -4.87 0.921
H -1.81 -1.38 -7.52 0.627
H -1.17 -2.30 -6.18 0.168
H 0.82 -1.97 -7.11 0.429
H 0.28 -0.63 -8.14 0.245
H 1.89 -0.57 -5.73 0.787
H 1.70 1.87 -5.65 -0.241
H 0.54 1.98 -8.23 0.423
H 0.24 3.11 -6.92 0.281
H -1.96 2.54 -7.35 0.462
H -1.56 0.94 -8.00 0.268
H 1.01 0.65 1.02 0.472
H -0.28 0.71 -0.13 -0.200
H 0.12 -0.86 0.69 0.332
P -1.67 -0.72 -2.21 0.825
P 2.05 -0.01 -2.05 1.577
C -0.34 -1.17 -3.29 -0.393
C 1.02 -0.79 -3.21 -1.881
C -2.61 -2.27 -1.91 -0.051
C -2.99 -3.11 -2.97 0.042
C -3.76 -4.24 -2.68 -0.606
C -4.10 -4.56 -1.37 -0.680
C -3.65 -3.76 -0.31 -0.387
C -2.88 -2.61 -0.56 -0.251
C -2.78 0.56 -2.80 1.710
C -2.26 1.91 -2.95 -0.464
C -3.16 2.98 -2.64 -1.266
C -4.54 2.75 -2.56 -0.558
C -5.03 1.44 -2.66 -0.661
C -4.17 0.34 -2.74 -0.494
C 3.47 -1.05 -1.77 0.286
C 3.18 -2.34 -1.24 -0.566
C 4.25 -3.16 -0.91 -0.508
C 5.57 -2.72 -1.10 -0.587
C 5.83 -1.48 -1.70 -0.569
C 4.78 -0.63 -2.04 -0.345
C 2.57 1.69 -2.45 -0.572
C 2.58 2.67 -1.41 -0.745
C 2.84 3.99 -1.73 -0.441
C 3.10 4.40 -3.04 -0.704
C 3.22 3.44 -4.06 -0.273
C 3.04 2.07 -3.74 -0.188
H -0.54 -2.00 -3.97 0.652
H 1.65 -1.40 -3.87 0.844
H -2.67 -2.84 -3.99 0.102
H -4.10 -4.85 -3.50 0.425
H -4.74 -5.42 -1.16 0.352
H -3.92 -4.01 0.72 0.409
H -2.50 -1.96 0.25 -0.191
H -1.55 2.17 -3.86 -0.435
H -2.77 4.00 -2.51 0.400
H -5.24 3.59 -2.44 0.332
H -6.10 1.26 -2.67 0.354
H -4.52 -0.70 -2.74 0.435
H 2.12 -2.65 -1.13 0.319
H 4.07 -4.16 -0.48 0.365
H 6.40 -3.35 -0.77 0.359
H 6.84 -1.16 -1.91 0.411
H 4.93 0.34 -2.52 0.283
H 2.40 2.34 -0.38 0.365
H 2.87 4.76 -0.95 0.405
H 3.24 5.47 -3.31 0.373
H 3.50 3.73 -5.08 0.440
H 3.23 1.27 -4.49 0.670
C -3.20 0.96 0.77 -0.681
Si -1.57 0.83 1.72 0.158
C -1.24 2.49 2.51 -1.111
C -1.64 -0.53 2.98 -1.064
H -3.23 1.73 -0.01 0.008
H -3.97 1.21 1.52 0.519
H -3.50 0.04 0.28 0.274
H -1.98 2.64 3.31 0.302
H -0.24 2.51 2.94 0.318
H -1.31 3.33 1.82 0.309
H -2.35 -0.26 3.76 0.336
H -1.93 -1.47 2.49 0.291
H -0.63 -0.66 3.38 0.290
```

* charge: 0
* HOMO-LUMO gap (alpha / beta): 4.52 / 4.38 eV
* highest occupied orbital energy (alpha / beta): -4.87 / -4.80 eV
* spin multiplicity: 1


Below is a structure of composition C38H47BrGeN3O4SV, with properties calculated with wB97M-V/def2-TZVPD.

```
96
Properties=species:S:1:pos:R:3:lowdin_spin:R:1
V 0.19 -0.14 0.85 1.093
C 1.19 0.15 3.83 0.000
N 0.03 -0.49 3.18 0.005
C -0.03 -1.90 3.55 0.001
C -1.16 0.27 3.50 0.000
C -1.96 -0.02 4.58 0.000
C -3.04 0.80 4.92 -0.001
C -3.26 1.94 4.17 0.000
C -2.47 2.23 3.06 -0.002
C -1.44 1.37 2.66 0.001
N -0.67 1.53 1.52 -0.003
C -1.02 2.53 0.59 0.005
C -2.29 2.57 0.01 0.002
C -2.62 3.48 -0.97 0.000
C -1.67 4.40 -1.40 0.002
C -0.40 4.37 -0.85 0.000
C -0.05 3.44 0.13 0.001
N 1.26 3.32 0.62 0.000
C 2.33 3.80 -0.22 0.000
C 1.45 3.65 2.02 0.000
H 1.04 0.16 4.92 0.000
H 2.09 -0.41 3.60 0.000
H 1.30 1.17 3.47 0.000
H -0.09 -2.04 4.64 0.000
H -0.90 -2.37 3.08 0.000
H 0.86 -2.40 3.18 0.000
H -1.75 -0.90 5.18 0.000
H -3.67 0.55 5.76 0.000
H -4.07 2.61 4.43 0.000
H -2.67 3.12 2.48 0.000
H -3.02 1.82 0.32 0.000
H -3.61 3.47 -1.42 0.000
H -1.91 5.12 -2.17 0.000
H 0.36 5.06 -1.20 0.000
H 2.44 4.90 -0.22 0.000
H 3.27 3.37 0.13 0.000
H 2.16 3.46 -1.25 0.000
H 1.53 4.74 2.18 0.000
H 0.61 3.29 2.60 0.000
H 2.37 3.18 2.38 0.000
O 3.89 0.93 1.60 -0.001
C 3.17 0.02 1.23 0.000
O 1.89 0.23 0.97 -0.026
C 3.63 -1.37 1.00 0.003
C 5.00 -1.59 1.23 0.000
C 5.56 -2.83 1.04 0.004
C 4.74 -3.88 0.61 0.000
C 3.40 -3.67 0.39 0.002
C 2.79 -2.41 0.58 0.000
S 1.06 -2.39 0.27 0.001
H 5.59 -0.75 1.55 0.000
H 6.62 -2.99 1.22 0.000
H 5.16 -4.86 0.44 0.000
H 2.77 -4.49 0.06 0.000
C 4.13 0.64 -5.51 0.000
C 3.69 -0.15 -4.28 -0.001
C 2.36 0.32 -3.72 -0.003
C 1.91 -0.46 -2.49 -0.008
Ge 0.24 0.19 -1.66 -0.044
C -1.42 -0.34 -2.62 -0.010
C -1.35 -0.49 -4.14 -0.003
C -0.60 -1.73 -4.62 0.000
C -1.13 -3.04 -4.02 0.000
H 5.09 0.29 -5.90 0.000
H 4.22 1.70 -5.27 0.000
H 3.39 0.55 -6.31 0.000
H 4.45 -0.08 -3.50 0.000
H 3.62 -1.22 -4.54 0.000
H 1.60 0.25 -4.50 0.000
H 2.43 1.38 -3.47 0.000
H 2.69 -0.40 -1.71 0.000
H 1.81 -1.53 -2.71 0.000
H 0.30 1.72 -2.02 -0.006
H -2.11 0.48 -2.37 0.000
H -1.83 -1.24 -2.17 0.000
H -0.89 0.40 -4.58 0.000
H -2.37 -0.54 -4.54 -0.001
H 0.46 -1.64 -4.38 0.000
H -0.66 -1.78 -5.71 0.000
H -0.95 -3.09 -2.95 0.000
H -0.64 -3.90 -4.48 0.000
H -2.20 -3.13 -4.19 0.000
Br -7.91 -2.24 2.71 0.000
C -6.15 -2.13 2.00 0.000
C -5.69 -3.13 1.16 0.000
C -4.41 -3.05 0.64 0.000
C -3.59 -1.97 0.97 -0.001
C -4.07 -0.97 1.81 0.000
C -5.35 -1.05 2.33 0.000
C -2.20 -1.93 0.38 0.000
O -1.83 -2.77 -0.40 0.000
O -1.51 -0.87 0.75 -0.011
H -6.34 -3.97 0.91 0.000
H -4.02 -3.81 -0.01 0.000
H -3.44 -0.13 2.06 0.000
H -5.72 -0.27 2.99 0.000
```

* ΔE to the lowest compared entry with this formula, charge and spin: 0.0 kcal/mol
* charge: -1
* HOMO-LUMO gap (alpha / beta): 6.96 / 6.88 eV
* highest occupied orbital energy (alpha / beta): -4.70 / -4.60 eV
* spin multiplicity: 2


Below is a structure of composition C38H47IIrN9O2S, with properties calculated with wB97M-V/def2-TZVPD.

```
99
Properties=species:S:1:pos:R:3:mulliken_charge:R:1
Ir -0.41 0.66 -0.68 1.913
C 3.64 -1.39 -0.68 -0.650
C 3.59 0.01 -0.18 0.666
N 4.60 0.46 0.53 -0.614
C 4.58 1.71 1.02 -1.048
C 3.56 2.60 0.82 0.655
C 3.59 3.98 1.41 -1.036
O 2.41 4.15 2.21 -0.384
C 2.46 2.15 0.06 -0.616
C 1.34 3.01 -0.21 -0.529
N 0.20 2.62 -0.71 0.086
C -0.72 3.70 -0.97 -0.207
C -0.25 4.89 -1.52 -0.079
C -1.10 5.97 -1.71 -0.878
C -2.44 5.87 -1.38 -0.693
C -2.94 4.68 -0.88 -0.876
C -2.08 3.60 -0.70 0.729
I -2.85 1.81 -0.03 0.352
C 2.47 0.85 -0.46 0.616
O 1.49 0.42 -1.23 -1.262
H 4.50 -1.89 -0.26 0.460
H 3.71 -1.41 -1.77 0.169
H 2.72 -1.92 -0.42 -0.026
H 5.45 2.00 1.60 0.396
H 3.62 4.74 0.62 0.364
H 4.49 4.09 2.01 0.476
H 2.55 4.88 2.82 0.281
H 1.44 4.05 0.07 0.894
H 0.79 4.97 -1.82 0.615
H -0.71 6.89 -2.13 0.446
H -3.11 6.71 -1.53 0.446
H -4.00 4.58 -0.65 0.480
C -4.18 -3.03 -1.22 -1.141
N -3.23 -2.47 -2.18 0.296
C -3.60 -2.58 -3.59 -0.656
C -2.96 -1.35 -4.24 -0.583
N -2.32 -0.69 -3.11 0.322
C -1.60 0.53 -3.36 -1.336
C -2.44 -1.38 -1.95 0.231
N -1.86 -1.05 -0.82 -0.131
C -1.68 -2.11 0.18 -0.904
C -0.19 -2.52 0.24 -1.411
N 0.43 -2.25 -1.02 0.697
C 0.81 -3.21 -1.77 -0.634
N 0.76 -4.60 -1.53 0.130
C -0.53 -5.25 -1.39 -0.893
C 1.67 -5.26 -2.48 -0.737
C 1.81 -4.25 -3.62 -0.570
N 1.47 -3.01 -2.96 0.542
C 1.58 -1.75 -3.63 -0.540
H -5.18 -2.99 -1.65 0.387
H -4.19 -2.45 -0.30 0.437
H -3.94 -4.07 -0.98 0.289
H -4.68 -2.57 -3.69 0.379
H -3.23 -3.51 -4.01 0.291
H -3.70 -0.70 -4.71 0.385
H -2.21 -1.62 -4.99 0.342
H -1.00 0.45 -4.27 0.364
H -0.89 0.75 -2.55 0.498
H -2.25 1.40 -3.42 0.372
H -2.24 -3.01 -0.04 0.430
H -2.04 -1.72 1.13 0.276
H -0.09 -3.56 0.55 0.909
H 0.30 -1.92 1.01 -0.382
H -1.18 -4.70 -0.70 0.168
H -0.38 -6.25 -0.98 0.377
H -1.06 -5.35 -2.35 0.363
H 1.25 -6.20 -2.81 0.413
H 2.63 -5.46 -2.00 0.347
H 1.13 -4.45 -4.46 0.311
H 2.83 -4.21 -4.02 0.372
H 2.58 -1.63 -4.05 0.367
H 1.41 -0.95 -2.92 -0.174
H 0.86 -1.69 -4.46 0.242
N 0.13 0.68 1.24 -0.084
S -0.76 0.31 2.53 0.443
C 0.37 -0.47 3.64 0.637
C 1.39 0.26 4.25 -0.229
C 2.29 -0.41 5.06 -0.797
C 2.16 -1.78 5.26 -0.555
C 1.15 -2.49 4.65 -0.757
C 0.24 -1.84 3.83 -0.291
C -1.14 1.82 3.41 0.279
C -0.79 3.05 2.90 0.248
C -1.15 4.20 3.60 -0.976
C -1.86 4.09 4.78 -0.647
C -2.21 2.85 5.29 -0.745
C -1.85 1.70 4.60 -0.627
H 0.97 1.21 1.44 -0.101
H 1.47 1.33 4.10 0.413
H 3.08 0.14 5.54 0.459
H 2.87 -2.29 5.90 0.430
H 1.06 -3.56 4.81 0.454
H -0.56 -2.39 3.34 0.414
H -0.22 3.13 1.98 0.524
H -0.87 5.17 3.21 0.537
H -2.14 4.99 5.32 0.436
H -2.76 2.77 6.21 0.440
H -2.12 0.72 4.99 0.507
```

* ΔE to the lowest compared entry with this formula, charge and spin: 55.4 kcal/mol
* charge: +2
* HOMO-LUMO gap: 6.70 eV
* highest occupied orbital energy: -12.49 eV
* spin multiplicity: 1


Below is a structure of composition C38H48AsClGeN3OSi3Tc, with properties calculated with wB97M-V/def2-TZVPD.

```
97
Properties=species:S:1:pos:R:3:mulliken_charge:R:1
Tc 0.05 -0.01 0.71 -1.358
O 1.48 0.51 -0.41 0.128
N 2.21 0.38 -1.50 -0.803
C 1.64 0.04 -2.60 0.967
C 2.46 -0.14 -3.76 -0.249
N 3.08 -0.28 -4.72 -0.354
C 0.22 -0.14 -2.69 0.081
N -0.92 -0.26 -2.70 -0.348
C -5.27 2.19 -0.43 -1.042
Si -3.78 1.30 -1.07 0.353
C -2.75 2.37 -2.19 -0.731
C -4.22 -0.39 -1.68 -0.567
As -2.21 0.92 0.86 -0.024
Si -1.64 3.15 1.65 0.528
C -3.11 4.27 1.42 -1.176
C -0.21 3.67 0.56 -0.912
C -1.22 3.06 3.46 -1.093
Si -3.50 -0.40 2.49 0.292
C -2.44 -0.65 4.00 -0.722
C -3.87 -2.00 1.65 0.058
C -4.98 0.66 2.86 -1.087
H -5.90 2.36 -1.31 0.404
H -5.06 3.17 0.00 0.280
H -5.86 1.61 0.28 0.272
H -3.32 2.57 -3.10 0.483
H -1.82 1.89 -2.47 0.084
H -2.53 3.33 -1.73 0.240
H -4.55 -0.31 -2.72 0.571
H -5.04 -0.82 -1.11 0.440
H -3.37 -1.07 -1.66 -0.325
H -3.34 4.47 0.38 0.321
H -2.86 5.23 1.89 0.443
H -4.00 3.89 1.92 0.326
H -0.57 4.02 -0.41 0.368
H 0.54 2.89 0.37 0.165
H 0.32 4.50 1.03 0.420
H -2.14 3.05 4.06 0.377
H -0.67 3.97 3.74 0.496
H -0.61 2.21 3.77 0.307
H -1.56 -1.26 3.79 -0.024
H -3.03 -1.19 4.74 0.527
H -2.12 0.29 4.46 0.288
H -2.96 -2.61 1.57 -0.591
H -4.29 -1.90 0.65 0.014
H -4.58 -2.56 2.26 0.590
H -4.80 1.73 2.77 0.251
H -5.29 0.47 3.89 0.439
H -5.83 0.40 2.22 0.373
Cl 6.23 1.91 1.94 -0.161
C 4.65 1.27 2.17 0.402
C 4.48 -0.10 2.29 -1.085
C 3.21 -0.61 2.47 -0.211
C 2.10 0.24 2.53 0.148
C 0.73 -0.30 2.64 0.205
C 2.31 1.62 2.44 0.105
C 3.57 2.14 2.26 -1.190
H 5.34 -0.76 2.25 0.457
H 3.07 -1.68 2.57 0.264
H 0.06 0.37 3.19 -0.034
H 0.66 -1.32 2.99 0.063
H 1.46 2.30 2.54 0.316
H 3.73 3.21 2.19 0.479
C -0.33 -1.61 0.41 2.118
Ge -0.23 -3.66 0.21 0.866
C -1.94 -4.28 -0.43 0.907
C -2.55 -5.40 0.13 -0.597
C -3.72 -5.90 -0.41 -0.826
C -4.29 -5.30 -1.52 -0.537
C -3.68 -4.19 -2.10 -0.722
C -2.50 -3.69 -1.56 -0.617
C 1.23 -3.97 -1.02 0.695
C 2.20 -4.91 -0.69 -0.472
C 3.18 -5.25 -1.62 -0.687
C 3.20 -4.64 -2.87 -0.688
C 2.22 -3.71 -3.20 -0.866
C 1.24 -3.38 -2.28 -0.642
C 0.22 -4.01 2.07 0.826
C 1.54 -3.77 2.48 -0.813
C 1.92 -3.97 3.80 -0.666
C 0.98 -4.41 4.72 -0.718
C -0.32 -4.66 4.33 -0.931
C -0.71 -4.46 3.01 -0.284
H -2.11 -5.90 0.98 0.460
H -4.19 -6.77 0.03 0.461
H -5.20 -5.69 -1.95 0.428
H -4.11 -3.74 -2.98 0.479
H -2.02 -2.85 -2.04 0.454
H 2.20 -5.40 0.27 0.402
H 3.93 -5.98 -1.37 0.452
H 3.96 -4.90 -3.59 0.421
H 2.22 -3.25 -4.18 0.551
H 0.46 -2.69 -2.57 0.683
H 2.27 -3.44 1.75 0.911
H 2.94 -3.79 4.10 0.479
H 1.28 -4.58 5.75 0.436
H -1.05 -5.02 5.05 0.492
H -1.73 -4.65 2.73 0.310
```

* ΔE to the lowest compared entry with this formula, charge and spin: 29.4 kcal/mol
* charge: +2
* HOMO-LUMO gap: 5.83 eV
* highest occupied orbital energy: -13.69 eV
* spin multiplicity: 1


Below is a structure of composition C38H48ClN5OSTi, with properties calculated with wB97M-V/def2-TZVPD.

```
95
Properties=species:S:1:pos:R:3:mulliken_charge:R:1
Ti -0.13 -0.68 0.37 0.079
C 2.14 -2.77 -0.50 -0.758
C 2.75 -1.37 -0.71 -0.795
N 1.71 -0.42 -1.15 -0.213
C 1.45 -0.59 -2.60 -0.970
C -0.03 -0.60 -2.96 -0.809
N -0.89 -0.97 -1.82 -0.042
C -1.29 -2.40 -1.80 -0.207
C -0.08 -3.25 -1.49 -0.939
N 0.65 -2.71 -0.30 0.222
H 2.59 -3.23 0.38 0.480
H 2.35 -3.42 -1.34 0.622
H 3.56 -1.44 -1.44 0.659
H 3.19 -1.01 0.22 0.164
H 2.04 0.52 -0.96 0.219
H 1.90 -1.54 -2.90 0.456
H 1.97 0.18 -3.17 0.561
H -0.20 -1.28 -3.80 0.459
H -0.34 0.39 -3.30 0.287
H -1.74 -0.42 -1.88 -0.103
H -1.74 -2.70 -2.75 0.741
H -2.04 -2.51 -1.02 -0.515
H 0.60 -3.25 -2.34 0.448
H -0.38 -4.28 -1.32 0.541
H 0.41 -3.32 0.47 0.057
C -2.59 5.98 -0.34 -1.771
C -1.33 6.81 -0.06 2.034
C -0.93 7.53 -1.36 -1.617
C -1.68 7.85 1.01 -1.740
C -0.16 5.95 0.40 0.074
C 1.04 6.57 0.80 -0.537
C 2.12 5.86 1.27 -1.550
C 2.02 4.47 1.31 0.928
S 3.14 3.32 1.94 -0.436
C 2.01 2.05 1.57 0.088
N 0.92 2.42 0.97 0.449
C 0.87 3.81 0.86 -1.594
C -0.23 4.57 0.44 1.251
C 2.28 0.67 2.02 2.816
C 3.42 0.48 2.80 -1.232
C 3.74 -0.75 3.35 -1.182
C 2.89 -1.82 3.13 -1.045
C 1.77 -1.64 2.33 -0.240
C 1.43 -0.42 1.73 -0.004
H -3.41 6.65 -0.61 0.531
H -2.90 5.42 0.54 0.360
H -2.43 5.29 -1.17 0.234
H -1.76 8.13 -1.73 0.462
H -0.65 6.81 -2.13 0.275
H -0.08 8.19 -1.20 0.367
H -2.51 8.47 0.68 0.446
H -0.84 8.51 1.22 0.346
H -1.96 7.37 1.95 0.402
H 1.11 7.65 0.77 0.477
H 3.01 6.37 1.60 0.416
H -1.14 4.06 0.16 -0.035
H 4.08 1.32 3.01 0.511
H 4.62 -0.86 3.96 0.435
H 3.09 -2.79 3.57 0.534
H 1.16 -2.51 2.17 0.139
O -1.41 0.76 0.32 -0.240
C -2.77 1.15 0.66 -0.690
C -3.71 0.92 -0.51 -0.386
C -3.72 2.00 -1.59 -1.202
C -2.44 2.42 -2.27 0.441
C -2.51 3.09 -3.49 -0.900
C -1.36 3.61 -4.06 -0.904
C -0.15 3.46 -3.40 -1.066
C -0.14 2.76 -2.21 -0.575
N -1.25 2.24 -1.67 1.581
H -1.22 1.44 -0.56 0.170
H -3.06 0.58 1.53 0.834
H -2.73 2.20 0.94 0.372
H -4.72 0.89 -0.10 0.448
H -3.54 -0.08 -0.92 -0.074
H -4.14 2.92 -1.16 0.301
H -4.42 1.71 -2.37 0.603
H -3.47 3.23 -3.97 0.568
H -1.42 4.15 -5.00 0.493
H 0.77 3.87 -3.79 0.593
H 0.77 2.62 -1.64 0.227
Cl -3.99 -2.59 0.33 -0.182
C -2.80 -3.68 1.03 0.765
C -3.04 -5.03 0.91 -0.814
C -2.18 -5.94 1.50 -0.618
C -1.11 -5.48 2.24 -1.021
C -0.87 -4.11 2.34 0.107
C -1.68 -3.17 1.70 -0.759
C -1.38 -1.71 1.75 -0.450
H -3.92 -5.37 0.37 0.492
H -2.38 -7.00 1.42 0.439
H -0.46 -6.17 2.76 0.453
H -0.07 -3.77 2.99 0.611
H -0.93 -1.40 2.69 0.737
H -2.32 -1.16 1.62 0.412
```

* ΔE to the lowest compared entry with this formula, charge and spin: 20.8 kcal/mol
* charge: +2
* HOMO-LUMO gap: 7.03 eV
* highest occupied orbital energy: -12.93 eV
* spin multiplicity: 1